{
  "formula": "C4H8O2",
  "method": "ωB97M-V/def2-TZVPD",
  "largest_force_ev_per_a": 1.32,
  "orbital_gap_ev": 8.59,
  "e_homo_ev": -8.3,
  "e_above_lowest_kcal_mol": 61.3,
  "smiles": "C/C=C/O.C=O",
  "total_energy_ha": -307.6148,
  "species": ["H", "H", "O", "H", "H", "C", "O", "C", "H", "C", "H", "C", "H", "H"],
  "coordinates": [[1.1381, -1.2868, 2.0888], [-2.5580, 0.6520, -0.6563], [-0.7266, 1.5054, -0.5847], [-0.5890, -0.2256, -1.7757], [-2.3322, 2.3189, -1.4863], [1.4621, -0.3691, 1.5867], [-0.4342, -1.1576, -1.6046], [0.9940, -0.3265, 0.1634], [-0.0873, -2.1599, 0.1210], [0.1860, -1.2350, -0.3771], [1.0667, 0.4837, 2.1620], [-1.8966, 1.5098, -0.8771], [1.2238, 0.5878, -0.3766], [2.5532, -0.2971, 1.6165]]
}

---

{
  "formula": "C4H8O2",
  "method": "ωB97M-V/def2-TZVPD",
  "largest_force_ev_per_a": 0.46,
  "orbital_gap_ev": 10.79,
  "e_homo_ev": -9.9,
  "e_above_lowest_kcal_mol": 18.1,
  "smiles": "CC(=O)CCO",
  "total_energy_ha": -307.6837,
  "species": ["H", "C", "H", "C", "H", "O", "H", "H", "C", "C", "H", "H", "H", "O"],
  "coordinates": [[-0.6229, -1.0983, -1.0535], [-1.6872, -0.1396, 0.5573], [-1.6496, 1.5088, -0.3922], [0.6471, 0.3984, -0.2404], [-2.3978, -0.9589, 0.6950], [0.3309, 1.5706, -0.3535], [-1.4571, 0.2680, 1.5554], [0.0112, -1.5080, 0.5370], [2.1077, 0.0110, -0.2579], [-0.3993, -0.6842, -0.0594], [2.5335, 0.2467, 0.7256], [2.2652, -1.0531, -0.4543], [2.6309, 0.6270, -0.9953], [-2.3125, 0.8115, -0.2638]]
}

---

{
  "formula": "C4H8O2",
  "method": "ωB97M-V/def2-TZVPD",
  "largest_force_ev_per_a": 3.70,
  "orbital_gap_ev": 10.09,
  "e_homo_ev": -9.7,
  "e_above_lowest_kcal_mol": 76.1,
  "total_energy_ha": -307.5912,
  "species": ["C", "H", "H", "H", "H", "C", "H", "O", "H", "C", "H", "H", "C", "O"],
  "coordinates": [[-0.4200, -0.6391, -0.3928], [-0.0734, -1.6500, -0.1183], [1.6553, -0.2841, -1.3525], [-2.2888, -0.8926, 0.6083], [-0.8362, -0.6608, -1.3954], [-1.4847, -0.1552, 0.5975], [-1.0446, -0.1271, 1.6128], [0.4421, 1.6133, -0.4800], [2.2428, -1.0301, 0.4075], [1.9635, -0.0513, 0.0329], [-1.2807, 1.6527, 0.0078], [2.4985, 0.7440, 0.5892], [0.6631, 0.4072, -0.3431], [-2.0369, 1.0731, 0.2261]]
}

---

{
  "formula": "C4H8O2",
  "method": "ωB97M-V/def2-TZVPD",
  "largest_force_ev_per_a": 5.40,
  "orbital_gap_ev": 9.98,
  "e_homo_ev": -9.4,
  "e_above_lowest_kcal_mol": 45.7,
  "smiles": "CC(=O)CCO",
  "total_energy_ha": -307.6396,
  "species": ["H", "H", "H", "H", "H", "C", "O", "C", "C", "H", "H", "H", "C", "O"],
  "coordinates": [[1.0156, 1.5423, 1.0191], [-1.0483, 0.6335, 0.9572], [-0.0018, -1.9070, -0.6097], [0.0737, -1.5978, 1.1934], [-2.0463, -0.8454, 0.8317], [-0.0264, -1.0805, 0.2045], [-1.6640, 0.1244, -0.9914], [1.2276, -0.3301, -0.1502], [1.3764, 1.1906, -0.0371], [0.6954, 1.7655, -0.7439], [2.4010, 1.5159, -0.2052], [-2.7844, 0.1415, -1.0921], [-1.2966, -0.1938, 0.3241], [2.0781, -0.9593, -0.7004]]
}

---

{
  "formula": "C4H8O2",
  "method": "ωB97M-V/def2-TZVPD",
  "largest_force_ev_per_a": 3.10,
  "orbital_gap_ev": 7.99,
  "e_homo_ev": -8.1,
  "e_above_lowest_kcal_mol": 85.0,
  "smiles": "C/C=C/O.C=O",
  "total_energy_ha": -307.5770,
  "species": ["H", "C", "H", "O", "H", "H", "H", "O", "H", "C", "H", "C", "H", "C"],
  "coordinates": [[1.1197, 1.4781, -0.4287], [-0.8920, -0.0435, -0.2198], [-2.7258, -1.1386, -0.4078], [1.4269, -0.2745, -0.8588], [-1.4086, -2.0643, 0.2909], [-0.9717, 1.2624, 1.4206], [3.2302, -0.3530, -0.9969], [0.3829, 1.9684, 0.0453], [2.5322, 0.1494, 0.7783], [2.4660, 0.0113, -0.3273], [-0.5504, -0.1810, -1.2368], [-0.5472, 1.0654, 0.4367], [-2.2100, -0.8193, 1.2534], [-1.8522, -1.0609, 0.2507]]
}

---

{
  "formula": "C4H8O2",
  "method": "ωB97M-V/def2-TZVPD",
  "largest_force_ev_per_a": 0.62,
  "orbital_gap_ev": 9.37,
  "e_homo_ev": -8.3,
  "e_above_lowest_kcal_mol": 72.0,
  "smiles": "C1=COCCO1.[H][H]",
  "total_energy_ha": -307.5977,
  "species": ["H", "C", "H", "H", "H", "O", "H", "H", "C", "H", "C", "C", "H", "O"],
  "coordinates": [[-1.7899, -1.1191, 0.0709], [-0.2435, -0.3949, -1.2498], [0.8011, -0.6210, -1.4937], [1.9549, 0.9216, 0.4435], [-0.1792, 2.2792, 0.6660], [-0.3508, 0.9784, -0.8907], [-0.5794, -2.3529, -0.3894], [0.0182, 0.5071, 2.4280], [-0.7258, -1.3026, -0.1265], [-0.8575, -0.5335, -2.1461], [-0.2269, 1.2204, 0.4433], [-0.0600, 0.2812, 1.3732], [2.2406, 1.1918, -0.1931], [-0.0019, -1.0558, 1.0643]]
}

---

{
  "formula": "C4H8O2",
  "method": "ωB97M-V/def2-TZVPD",
  "largest_force_ev_per_a": 1.02,
  "orbital_gap_ev": 10.11,
  "e_homo_ev": -9.2,
  "e_above_lowest_kcal_mol": 49.8,
  "smiles": "C=C=O.CCO",
  "total_energy_ha": -307.6330,
  "species": ["H", "O", "C", "H", "C", "H", "H", "H", "C", "O", "H", "C", "H", "H"],
  "coordinates": [[0.7342, -0.3354, 0.5495], [1.1313, 1.4280, -1.8280], [-1.0213, -0.0438, -0.2665], [-2.4167, 0.5604, 1.2328], [1.7993, 0.9640, -0.9934], [-3.0864, -0.6398, 0.0911], [-1.2433, 0.7699, -0.9695], [-0.7448, -0.9197, -0.8729], [2.6503, 0.3869, -0.1622], [0.0684, 0.3668, 0.5498], [2.5370, 0.5107, 0.9068], [-2.1935, -0.3370, 0.6456], [-1.9159, -1.1349, 1.3424], [3.5560, -0.0222, -0.5829]]
}

---

{
  "formula": "C4H8O2",
  "method": "ωB97M-V/def2-TZVPD",
  "largest_force_ev_per_a": 5.14,
  "orbital_gap_ev": 9.13,
  "e_homo_ev": -8.8,
  "e_above_lowest_kcal_mol": 148.4,
  "total_energy_ha": -307.4759,
  "species": ["H", "H", "O", "H", "H", "C", "H", "H", "C", "C", "H", "H", "C", "O"],
  "coordinates": [[-0.0250, 2.3095, -0.2002], [-0.5746, -2.0865, 1.0605], [-2.3743, 0.1219, -0.0080], [0.6904, 0.0477, -0.9253], [-1.9179, 2.5414, 0.1547], [-0.0592, -1.7907, 0.0792], [0.7673, 0.1191, 0.9076], [-0.6871, -2.1977, -0.6869], [-1.1123, 0.4237, 0.1052], [0.3045, -0.3228, 0.0159], [0.9906, -2.3037, 0.0997], [-0.7926, 2.1533, 1.5806], [-0.9635, 1.9389, 0.4123], [-3.0358, -1.0200, -0.2242]]
}

---

{
  "formula": "C4H8O2",
  "method": "ωB97M-V/def2-TZVPD",
  "largest_force_ev_per_a": 0.57,
  "orbital_gap_ev": [9.30, 9.30],
  "e_homo_ev": [-9.0, -9.0],
  "e_above_lowest_kcal_mol": 96.3,
  "total_energy_ha": -307.5590,
  "species": ["H", "H", "O", "C", "H", "C", "H", "C", "O", "H", "C", "H", "H", "H"],
  "coordinates": [[-0.4250, -2.2388, -0.2371], [-2.7640, 0.9254, 0.4433], [1.3159, -1.6630, 0.8026], [-1.7112, 0.6969, 0.2855], [1.6674, -0.1126, -1.6774], [-0.3924, -1.2038, 0.0681], [-1.0959, 1.2383, 1.0076], [1.5333, 0.3898, -0.7178], [-1.5680, -0.7289, 0.4505], [-1.4255, 0.9897, -0.7323], [0.8691, -0.4823, 0.3299], [2.4963, 0.7465, -0.3423], [0.8897, 1.2686, -0.8678], [0.6102, 0.1742, 1.1872]]
}

---

{
  "formula": "C4H8O2",
  "method": "ωB97M-V/def2-TZVPD",
  "largest_force_ev_per_a": 0.92,
  "orbital_gap_ev": 10.60,
  "e_homo_ev": -9.5,
  "e_above_lowest_kcal_mol": 49.6,
  "smiles": "CCOCC=O",
  "total_energy_ha": -307.6333,
  "species": ["H", "O", "H", "H", "C", "C", "C", "O", "H", "C", "H", "H", "H", "H"],
  "coordinates": [[1.9946, 1.9616, 0.6874], [0.0730, 1.1656, 0.0565], [-2.0433, -1.1412, -1.3773], [0.8616, 0.3498, 2.1805], [1.5156, 1.0621, 0.2584], [1.3257, -0.0354, 1.2467], [-1.6788, -0.6227, -0.4757], [1.4043, -1.2049, 0.9537], [-0.7699, 0.8504, -1.7533], [-0.4709, 0.2263, -0.9075], [-1.4243, -1.4021, 0.2509], [0.3106, -0.4712, -1.2273], [2.0658, 0.7796, -0.6474], [-2.5196, -0.0343, -0.0931]]
}

---

{
  "formula": "C4H8O2",
  "method": "ωB97M-V/def2-TZVPD",
  "largest_force_ev_per_a": 0.46,
  "orbital_gap_ev": 11.05,
  "e_homo_ev": -10.0,
  "e_above_lowest_kcal_mol": 47.2,
  "smiles": "C[C@H]1OC[C@H]1O",
  "total_energy_ha": -307.6373,
  "species": ["C", "H", "H", "C", "H", "H", "H", "O", "C", "H", "O", "H", "H", "C"],
  "coordinates": [[-0.1662, 0.3767, -0.9103], [-0.6968, 2.4498, -0.2721], [-1.6005, -0.0774, 0.7744], [0.0972, 1.6921, -0.1937], [0.8627, -1.8507, 0.3374], [-0.8312, -2.2846, 0.3456], [1.6989, -0.0137, -0.7099], [0.1391, 0.9972, 1.0758], [-0.0955, -1.5984, 0.7950], [1.0520, 2.1536, -0.4790], [1.0326, -0.1829, -1.3924], [-0.0608, -1.8463, 1.8591], [-0.8882, 0.3467, -1.7258], [-0.5433, -0.1620, 0.4958]]
}

---

{
  "formula": "C4H8O2",
  "method": "ωB97M-V/def2-TZVPD",
  "largest_force_ev_per_a": 0.48,
  "orbital_gap_ev": 10.17,
  "e_homo_ev": -9.3,
  "e_above_lowest_kcal_mol": 116.1,
  "total_energy_ha": -307.5274,
  "species": ["H", "H", "C", "H", "O", "H", "C", "H", "O", "H", "C", "C", "H", "H"],
  "coordinates": [[2.0341, -0.0731, 0.2419], [-0.1651, -1.1250, 0.9696], [1.2406, 0.6841, 0.3113], [-0.4713, 0.0585, -2.2829], [0.7491, 1.0343, -0.9622], [0.0061, -1.6805, -0.6535], [-0.6134, -0.8428, -0.3040], [-0.7311, 0.8150, 1.2823], [0.3928, -0.7195, 2.1492], [1.6432, 1.5748, 0.8059], [0.1163, 0.1148, 1.1568], [-0.4729, 0.3599, -1.2295], [-1.3207, 1.0443, -1.0789], [-1.6554, -1.1392, -0.1617]]
}

---

{
  "formula": "C4H8O2",
  "method": "ωB97M-V/def2-TZVPD",
  "largest_force_ev_per_a": 0.37,
  "orbital_gap_ev": 9.27,
  "e_homo_ev": -8.3,
  "e_above_lowest_kcal_mol": 125.1,
  "total_energy_ha": -307.5130,
  "species": ["H", "H", "C", "C", "O", "C", "H", "H", "C", "H", "O", "H", "H", "H"],
  "coordinates": [[-2.6643, 0.8606, -0.0993], [-2.1698, -0.7085, 0.6572], [-1.9684, 0.0175, -0.1344], [0.3276, -0.4420, 0.6044], [2.0889, 1.1657, 0.2663], [1.6941, -0.1648, 0.0229], [0.0099, -1.4647, 0.3835], [1.6743, -0.4002, -1.0521], [-1.2292, -0.3849, -1.3605], [2.4272, -0.8196, 0.5032], [-0.5816, 0.4729, -0.0581], [-1.3387, 0.4594, -2.0609], [1.4129, 1.7248, -0.1395], [0.2853, -0.2204, 1.6742]]
}

---

{
  "formula": "C4H8O2",
  "method": "ωB97M-V/def2-TZVPD",
  "largest_force_ev_per_a": 4.00,
  "orbital_gap_ev": 10.53,
  "e_homo_ev": -10.3,
  "e_above_lowest_kcal_mol": 79.3,
  "smiles": "CC(C)OC=O",
  "total_energy_ha": -307.5861,
  "species": ["C", "C", "C", "H", "H", "C", "H", "H", "H", "H", "H", "H", "O", "O"],
  "coordinates": [[-0.5003, 1.7460, 0.3180], [1.4636, -1.6307, -0.2510], [0.0010, 0.4654, -0.4275], [-0.3757, 1.6685, 1.4065], [-1.9345, -0.4985, -0.2016], [-0.8809, -0.5825, 0.1358], [1.7483, -1.9396, 0.7659], [-1.5684, 1.9766, 0.1170], [-0.1332, -1.5921, -0.1363], [0.0946, 2.5669, -0.0550], [-0.8137, -0.6070, 1.2267], [-0.1617, 0.6391, -1.5095], [1.7482, -2.2288, -1.2394], [1.3127, 0.0168, -0.1498]]
}

---

{
  "formula": "C4H8O2",
  "method": "ωB97M-V/def2-TZVPD",
  "largest_force_ev_per_a": 0.28,
  "orbital_gap_ev": 10.80,
  "e_homo_ev": -9.9,
  "e_above_lowest_kcal_mol": 35.3,
  "smiles": "CC1(C)O[C@@H]1O",
  "total_energy_ha": -307.6562,
  "species": ["C", "H", "H", "H", "H", "C", "O", "H", "H", "O", "C", "H", "C", "H"],
  "coordinates": [[1.1724, 0.2456, 1.1463], [-1.5174, 0.9317, -0.9892], [0.6795, 0.3734, 2.1151], [-0.2598, 2.0977, -0.5140], [1.7839, 1.1333, 0.9476], [0.1732, 0.0510, 0.0337], [-1.3186, -1.6055, -1.1148], [1.8414, -0.6183, 1.1986], [-1.2137, -1.1367, -1.9559], [0.7822, -0.5758, -1.1252], [-0.1706, -1.3077, -0.4044], [-1.3382, 1.3950, 0.7064], [-0.7869, 1.1852, -0.2175], [0.1727, -2.1688, 0.1731]]
}

---

{
  "formula": "C4H8O2",
  "method": "ωB97M-V/def2-TZVPD",
  "largest_force_ev_per_a": 0.92,
  "orbital_gap_ev": 9.58,
  "e_homo_ev": -8.6,
  "e_above_lowest_kcal_mol": 87.6,
  "total_energy_ha": -307.5728,
  "species": ["H", "H", "C", "H", "H", "H", "H", "O", "H", "C", "C", "C", "O", "H"],
  "coordinates": [[0.4420, -1.4153, -1.1235], [1.4381, -2.2817, 0.0667], [-0.1454, 1.3440, -0.3478], [-2.2282, 1.3154, -0.9084], [1.3967, 0.2931, 0.6273], [0.5310, -0.6864, 1.8672], [-1.0045, 1.8418, -2.1419], [-0.5590, 0.3536, 0.4106], [-1.3860, 2.9340, -0.8199], [-1.3057, 1.8769, -1.0867], [0.5897, -0.4245, 0.8091], [0.5346, -1.6818, -0.0559], [-0.5368, -2.5213, 0.3269], [-1.3581, -2.0196, 0.2383]]
}

---

{
  "formula": "C4H8O2",
  "method": "ωB97M-V/def2-TZVPD",
  "largest_force_ev_per_a": 4.34,
  "orbital_gap_ev": 10.81,
  "e_homo_ev": -9.9,
  "e_above_lowest_kcal_mol": 108.5,
  "smiles": "C[C@H]1OC[C@H]1O",
  "total_energy_ha": -307.5395,
  "species": ["H", "C", "H", "H", "C", "H", "C", "H", "H", "H", "H", "C", "O", "O"],
  "coordinates": [[-1.4917, -1.2823, 0.8946], [-0.5710, 0.5456, 0.1278], [-1.3906, -0.8535, -1.0073], [1.6148, 1.7946, -0.5316], [-1.6854, -0.4384, 0.2246], [-2.7034, -0.0378, 0.3592], [1.4782, 0.8835, 0.0673], [2.4532, 0.5881, 0.5003], [-0.0763, -0.6415, -1.5817], [1.4498, -1.3380, 0.8046], [-0.9215, 1.4193, -0.4463], [0.5435, -0.2220, -0.5581], [0.8391, -1.4443, 0.0619], [0.4613, 1.0267, 1.0846]]
}